1.
Molecular formula: C7H11NS2
Method: DFT, the ωB97M-V functional and the def2-TZVPD basis

Structure (XYZ):
```
21
Properties=species:S:1:pos:R:3
C 1.91855 -2.01652 -0.11051
C 0.88108 -2.85692 -0.22214
C 2.04814 -0.68046 0.32830
C -0.75852 -0.78304 -0.74671
C -1.72696 1.30010 -1.16939
C -2.66119 -0.01142 0.59055
C 2.49379 1.89236 0.89224
N -1.61720 0.09753 -0.38480
S -0.85765 -2.33817 0.10059
S 2.83042 0.54899 -0.34071
H 2.82805 -2.50972 -0.30234
H 0.83175 -3.82281 -0.58531
H -1.68085 2.12394 -0.48909
H -0.90138 1.19624 -1.84183
H -2.73068 1.46501 -1.54885
H -3.61852 0.23697 0.08181
H -2.52740 -1.03623 0.95229
H -2.35722 0.55164 1.54004
H 2.06114 2.66587 0.24481
H 3.46773 2.28008 1.12030
H 2.07691 1.69655 1.89073
```

Total energy in a.u.: -1124.23274
Charge: 0
2S+1: 1
HOMO level in hartree: -0.2704
Largest force on an atom in eV/Å: 3.728


2.
Molecular formula: C7H11O
Method: DFT, the ωB97M-V functional and the def2-TZVPD basis

Structure (XYZ):
```
19
Properties=species:S:1:pos:R:3
C 1.01264 -0.03454 2.80286
O 0.88218 0.50570 3.98824
C -0.22320 -0.02093 1.86837
C 0.16190 0.09613 0.42106
C -0.95119 0.00144 -0.74929
C -0.35101 -0.52787 -2.02731
C -0.73060 -0.67620 -3.70418
C -0.11702 0.65850 -3.40131
H 1.80174 0.59430 2.20391
H 1.36792 -1.22453 2.79897
H -0.81713 0.83155 2.12044
H -0.77745 -0.92926 2.20838
H 0.94160 -0.74208 0.15410
H 0.90493 0.96902 0.37041
H -1.93835 -0.40974 -0.38657
H 0.34104 -1.49524 -1.80064
H -1.81236 -0.84872 -3.81573
H -0.83227 1.47406 -3.17979
H 0.95378 0.75590 -3.84069
```

Total energy in a.u.: -348.21929
Charge: -1
2S+1: 1
HOMO level in hartree: -0.0961
Largest force on an atom in eV/Å: 4.232


3.
Molecular formula: C7H12
Method: DFT, the ωB97M-V functional and the def2-TZVPD basis

Structure (XYZ):
```
19
Properties=species:S:1:pos:R:3
C 3.04940 0.51957 0.03468
C 1.60695 0.95173 -0.32415
C 0.73750 -0.27368 -0.52259
C -0.33683 -0.35617 -1.52511
C -2.71986 -0.26250 1.60058
C -1.78578 -0.94487 0.52893
C -0.63411 -0.20250 0.07004
H 3.34430 -0.17782 -0.75569
H 2.96268 -0.10230 0.92859
H 3.89156 1.21723 0.07770
H 1.16816 1.55105 0.48339
H 1.67384 1.45252 -1.30739
H -0.43568 -1.17859 -2.22182
H -0.34366 0.60875 -2.03006
H -2.59051 0.42730 0.71892
H -2.36481 0.33601 2.47806
H -3.72716 -0.07860 1.99301
H -1.71897 -2.00141 0.85174
H -0.91254 0.87816 0.07886
```

Total energy in a.u.: -273.63772
Charge: -1
2S+1: 2
HOMO level (spin up / spin down) in hartree: -0.0544 / -0.0508
Largest force on an atom in eV/Å: 5.143


4.
Molecular formula: C7H12
Method: DFT, the ωB97M-V functional and the def2-TZVPD basis

Structure (XYZ):
```
19
Properties=species:S:1:pos:R:3
C -1.46347 1.61596 1.42754
C -0.74909 0.56045 1.07642
C -1.04789 -0.63800 0.19965
C 0.37549 -0.40447 -0.36548
C 1.17283 -1.72359 -0.59340
C 0.22438 0.73856 -1.48900
C 0.74199 0.32454 0.94989
H -2.53425 1.64697 1.24769
H -0.99076 2.47676 1.89152
H -1.86272 -0.58884 -0.52956
H -1.12704 -1.56905 0.77557
H 0.77581 -2.37059 -1.38733
H 1.10927 -2.32824 0.33013
H 2.24834 -1.59491 -0.77469
H 0.74437 0.30830 -2.32511
H -0.81959 0.99217 -1.76661
H 0.65669 1.72881 -1.23560
H 1.12844 -0.35410 1.72174
H 1.41721 1.17928 0.84662
```

Total energy in a.u.: -273.85217
Charge: 0
2S+1: 1
HOMO level in hartree: -0.3407
Largest force on an atom in eV/Å: 0.963